16
Properties=species:S:1:pos:R:3:forces:R:3 method="wB97M-V/def2-TZVPD" smiles=CC.CC total_charge=0 de_lowest_kcal_mol=7.3 e_homo_ha=-0.4219
C -0.212 1.810 0.899 -0.33 -0.47 0.21
C -0.587 -2.040 -1.096 -0.53 0.22 -0.02
C 0.802 2.452 -0.048 -1.45 1.11 -0.75
C 0.065 -2.263 0.256 0.47 0.07 0.14
H -1.631 -1.741 -0.974 -0.02 -0.07 0.11
H 1.780 1.999 0.018 0.19 0.06 -0.10
H -0.333 -3.114 0.806 -0.28 0.08 -0.02
H 0.841 3.538 0.076 0.46 -0.10 0.59
H -0.041 -1.360 0.856 -0.13 -0.10 0.19
H 0.204 0.848 1.202 -0.17 0.13 0.54
H -0.128 -1.213 -1.635 0.23 -0.07 -0.08
H -0.499 2.431 1.749 0.63 -0.11 0.26
H 1.141 -2.442 0.196 0.00 0.00 -0.26
H -1.200 1.558 0.501 0.28 0.13 -0.67
H 0.409 2.455 -1.071 0.39 -0.72 -0.08
H -0.611 -2.918 -1.736 0.26 -0.14 -0.05